--- i ---
The following is a quantum chemistry calculation of a gas-phase ion, C3H9N2 (charge +1), from OMol25.

The geometry in XYZ format:
```
14
Properties=species:S:1:pos:R:3
C -0.33782 -1.54949 -1.06083
C 0.05433 -0.48316 -0.10583
C -0.82720 0.22303 0.74075
N -0.53779 1.73943 0.69477
N 1.34992 -0.10999 -0.14709
H 0.24477 -2.44392 -0.80593
H -1.37131 -1.86462 -0.93785
H -0.13531 -1.32005 -2.10557
H -1.00170 -0.01433 1.77913
H -1.13118 2.21145 0.01719
H -0.58997 2.16957 1.61789
H 0.45582 1.85036 0.46852
H 1.97209 -0.44731 -0.87007
H 1.85534 0.03902 0.71491
```

Summary:
HOMO-LUMO gap = 8.4 eV
Spin multiplicity = 1
HOMO energy = -0.468 Ha
SMILES = C/C(N)=C/[NH3+]
Net charge = +1
LUMO = -4.29 eV
Molecular weight = 73.12 g/mol



--- ii ---
The following is a quantum chemistry calculation of a gas-phase ion, C3H9N2 (charge +1), from OMol25.

The geometry in XYZ format:
```
14
Properties=species:S:1:pos:R:3
C -0.44945 0.40382 1.09300
C 1.13185 0.70053 -0.23215
C -0.96167 -1.02841 -1.09736
N 0.77315 1.18030 1.02186
N -0.02937 -0.57259 -0.08506
H -0.50620 -0.13169 2.19797
H -1.35382 1.00408 0.80979
H 0.61428 1.26691 -0.99320
H 2.12696 0.53596 -0.62791
H -1.13044 -0.02709 -1.59855
H -0.40777 -1.66206 -1.85887
H -1.75901 -1.53539 -0.71536
H 1.32010 1.20787 1.87883
H 0.63138 -1.34227 0.20703
```

Summary:
HOMO-LUMO gap = 11.1 eV
Spin multiplicity = 1
HOMO energy = -0.531 Ha
SMILES = C[NH+]1CNC1
Net charge = +1
LUMO = -3.38 eV
Molecular weight = 73.12 g/mol



--- iii ---
The following is a quantum chemistry calculation of a gas-phase ion, C3H9N2 (charge +1), from OMol25.

The geometry in XYZ format:
```
14
Properties=species:S:1:pos:R:3
C -1.28274 0.94843 -0.80136
C -0.28732 0.35505 0.13858
C 0.31095 -0.88153 0.15719
N 0.81434 -1.85405 -0.61331
N 0.39230 1.23806 1.06209
H -0.83844 1.48995 -1.63534
H -1.68114 0.18595 -1.34456
H -2.14785 1.49584 -0.44240
H 0.03279 -1.28411 1.14937
H 1.30201 -1.72634 -1.49021
H 0.75738 -2.82353 -0.33150
H 1.05595 1.82021 0.53535
H -0.26055 1.90177 1.58524
H 0.88802 0.72047 1.86610
```

Summary:
HOMO-LUMO gap = 8.3 eV
Spin multiplicity = 1
HOMO energy = -0.444 Ha
SMILES = C/C([NH3+])=C\N
Net charge = +1
LUMO = -3.77 eV
Molecular weight = 73.12 g/mol



Least stable: ii



--- i ---
The following is a quantum chemistry calculation of C6H8N4 in the gas phase, from OMol25.

The geometry in XYZ format:
```
18
Properties=species:S:1:pos:R:3
C 1.35549 -2.42977 0.67851
C 0.68582 1.90062 -2.20657
C 0.37402 -0.22891 0.63928
C -0.48970 0.26907 -0.81392
C 0.26651 -1.62872 0.96159
C -0.16122 1.62756 -1.15664
N 2.06427 -3.31884 0.49031
N 1.11932 2.18153 -3.25608
N -0.85920 -2.11668 1.48989
N -0.61560 2.59432 -0.30286
H 1.38009 0.04282 0.57798
H 0.11145 0.56161 1.38411
H -0.15958 -0.42419 -1.59271
H -1.51655 0.16459 -0.53704
H -1.75514 -1.78967 1.66886
H -0.81216 -3.11152 1.81915
H -0.48730 3.58171 -0.48693
H -0.50052 2.12447 0.64306
```

Summary:
HOMO-LUMO gap (alpha / beta) = 7.2 / 7.0 eV
Spin multiplicity = 1
HOMO energy (alpha / beta) = -0.275 / -0.270 Ha
LUMO (alpha / beta) = -0.28 / -0.33 eV
Molecular weight = 136.16 g/mol



--- ii ---
The following is a quantum chemistry calculation of C6H8N4 in the gas phase, from OMol25.

The geometry in XYZ format:
```
18
Properties=species:S:1:pos:R:3
C -2.05898 1.31185 0.62540
C -3.05087 -0.74554 -0.10088
C 1.85959 -0.05727 0.45586
C 1.81315 -0.00401 -1.09181
C 0.33007 0.09078 0.95226
C -1.92784 -0.00086 0.23292
N -2.28628 2.36999 0.99123
N -3.98346 -1.41691 -0.21466
N 0.62848 -0.65150 -1.55379
N -0.63171 -0.58351 0.16734
H 2.24987 -1.00480 0.90432
H 2.68286 0.72946 0.84754
H 2.04657 1.09072 -1.34407
H 2.63912 -0.49756 -1.53212
H 0.20103 -0.24816 2.02281
H 0.08122 1.17543 0.64425
H 0.00994 0.07249 -2.13236
H -0.60276 -1.63060 0.12576
```

Summary:
HOMO-LUMO gap (alpha / beta) = 7.5 / 8.1 eV
Spin multiplicity = 1
HOMO energy (alpha / beta) = -0.326 / -0.310 Ha
LUMO (alpha / beta) = -1.38 / -0.34 eV
Molecular weight = 136.16 g/mol



Least stable: ii



--- i ---
The following is a quantum chemistry calculation of 2 unconnected molecules or ions with the total composition C3H3IN2O, from OMol25.

The geometry in XYZ format:
```
10
Properties=species:S:1:pos:R:3
C -0.68782 -1.03903 -1.54777
C 0.96269 -0.49564 1.82515
C -0.49059 0.27970 -1.10848
N -0.88155 -2.12345 -1.91106
N 0.48329 0.42276 2.29872
O 0.03901 1.39914 2.76372
I -0.04652 1.57776 -2.79658
H -1.28406 0.91169 -0.58602
H 1.57747 -1.31729 1.38605
H 0.32808 0.38435 -0.32375
```

Summary:
HOMO-LUMO gap = 9.7 eV
Spin multiplicity = 1
HOMO energy = -0.371 Ha
SMILES = C#[N+][O-].N#CCI
LUMO = -0.40 eV
Molecular weight = 209.97 g/mol



--- ii ---
The following is a quantum chemistry calculation of a molecular structure, C3H3IN2O, from OMol25.

The geometry in XYZ format:
```
10
Properties=species:S:1:pos:R:3
C -0.38710 -0.09879 -0.06875
C -1.05903 -1.27744 -0.12668
C 0.41118 -0.26222 1.02842
N 0.20164 -1.38450 1.63184
N 1.51962 1.12793 1.81626
O -0.67707 -2.05979 0.86815
I 2.57977 0.14643 3.38280
H -0.34322 0.80828 -0.66318
H -1.75252 -1.76583 -0.74239
H 2.25630 1.30217 1.13758
```

Summary:
HOMO-LUMO gap = 8.7 eV
Spin multiplicity = 1
HOMO energy = -0.339 Ha
LUMO = -0.49 eV
Molecular weight = 209.97 g/mol



Least stable: ii



--- i ---
The following is a quantum chemistry calculation of C3H3IN2O in the gas phase, from OMol25.

The geometry in XYZ format:
```
10
Properties=species:S:1:pos:R:3
C -0.87371 1.81392 0.19869
C 0.56037 -0.47407 0.52696
C -0.39830 0.19441 -0.29603
N -1.42938 2.77912 0.29976
N 1.43358 -1.21516 -0.00638
O -0.09612 0.19066 -1.54842
I -2.38103 -0.86341 0.33271
H 0.47595 -0.33271 1.57217
H 1.93898 -1.79955 0.50823
H 0.76965 -0.29321 -1.58770
```

Summary:
HOMO-LUMO gap = 8.8 eV
Spin multiplicity = 1
HOMO energy = -0.368 Ha
SMILES = [H]/N=C/[C@@](O)(I)C#N
LUMO = -1.19 eV
Molecular weight = 209.97 g/mol



--- ii ---
The following is a quantum chemistry calculation of C3H3IN2O in the gas phase, from OMol25.

The geometry in XYZ format:
```
10
Properties=species:S:1:pos:R:3
C -0.70023 -1.75403 -0.12219
C 0.46944 0.46060 -0.58181
C -0.61493 0.06250 0.34996
N -0.80094 -2.86601 -0.32854
N 1.51091 0.91740 -0.04750
O -0.37380 0.25231 1.64265
I -2.55387 0.77404 -0.30573
H 0.28779 0.28826 -1.64542
H 2.27916 1.15835 -0.66258
H 0.49648 0.70657 1.70118
```

Summary:
HOMO-LUMO gap = 9.8 eV
Spin multiplicity = 1
HOMO energy = -0.376 Ha
SMILES = [H]/N=C/[C@@](O)(I)C#N
LUMO = -0.43 eV
Molecular weight = 209.97 g/mol



Least stable: i



--- i ---
The following is a quantum chemistry calculation of C3H5N in the gas phase, from OMol25.

The geometry in XYZ format:
```
9
Properties=species:S:1:pos:R:3
C 1.51152 -0.92243 0.10928
C -1.08139 0.88922 0.49560
C -0.02886 0.72806 -0.46327
N 1.31164 0.05170 -0.67281
H 0.86797 -1.67497 0.68782
H 2.45328 -1.38787 -0.01186
H -1.86057 1.61481 0.37627
H -0.98319 0.29061 1.38312
H -0.11581 1.34261 -1.34740
```

Summary:
HOMO-LUMO gap = 9.7 eV
Spin multiplicity = 1
HOMO energy = -0.344 Ha
SMILES = C=CN=C
LUMO = 0.38 eV
Molecular weight = 55.08 g/mol



--- ii ---
The following is a quantum chemistry calculation of a molecular structure, C3H5N, from OMol25.

The geometry in XYZ format:
```
9
Properties=species:S:1:pos:R:3
C 1.16936 0.82206 -0.01733
C -0.29173 0.49471 0.06596
C 0.18999 -0.89140 0.14056
N 1.55036 -0.42512 0.00542
H 1.55283 1.76627 0.26501
H -0.68132 1.08590 0.94745
H -1.04632 0.55564 -0.71530
H 0.09358 -1.60903 1.00819
H -0.49721 -1.64764 -1.11903
```

Summary:
HOMO-LUMO gap = 10.5 eV
Spin multiplicity = 1
HOMO energy = -0.360 Ha
LUMO = 0.72 eV
Molecular weight = 55.08 g/mol



Least stable: ii



--- i ---
The following is a quantum chemistry calculation of C3H5N in the gas phase, from OMol25.

The geometry in XYZ format:
```
9
Properties=species:S:1:pos:R:3
C 0.48150 0.66235 0.00681
C -1.00655 0.21401 0.11261
C -2.10220 -0.25696 -0.02523
H 0.97555 -0.82937 1.12544
H 2.03923 -0.86088 -0.52227
H 0.99432 1.68667 0.53500
H 0.60205 0.85900 -1.03958
H -3.06517 -0.74774 -0.16837
N 1.08126 -0.72709 -0.02441
```

Summary:
HOMO-LUMO gap = 10.3 eV
Spin multiplicity = 1
HOMO energy = -0.345 Ha
SMILES = C#CCN
LUMO = 0.95 eV
Molecular weight = 55.08 g/mol



--- ii ---
The following is a quantum chemistry calculation of C3H5N in the gas phase, from OMol25.

The geometry in XYZ format:
```
9
Properties=species:S:1:pos:R:3
C -1.52171 -0.04165 0.07122
C -0.35332 -0.65845 -0.00745
C 0.81944 0.33401 -0.06303
N 1.97982 -0.18740 0.13822
H -2.49006 -0.54615 -0.08743
H -1.55452 1.05098 0.11137
H -0.19040 -1.73504 -0.01106
H 0.55279 1.44734 -0.12459
H 2.75796 0.33637 -0.02724
```

Summary:
HOMO-LUMO gap = 10.7 eV
Spin multiplicity = 1
HOMO energy = -0.359 Ha
SMILES = [H]/N=C/C=C
LUMO = 0.91 eV
Molecular weight = 55.08 g/mol



Least stable: i



--- i ---
The following is a quantum chemistry calculation of C3H5N in the gas phase, from OMol25.

The geometry in XYZ format:
```
9
Properties=species:S:1:pos:R:3
N -1.69851 1.39790 1.49665
C -1.21015 0.70458 0.67944
C 1.02050 -0.07422 -0.23748
C -0.50535 -0.22513 -0.17894
H 1.18790 0.68219 -1.03980
H 1.42508 -1.04138 -0.49406
H 1.56560 0.17349 0.67159
H -0.76045 -1.28733 0.20494
H -1.02462 -0.33010 -1.10235
```

Summary:
HOMO-LUMO gap = 12.0 eV
Spin multiplicity = 1
HOMO energy = -0.413 Ha
SMILES = CCC#N
LUMO = 0.80 eV
Molecular weight = 55.08 g/mol



--- ii ---
The following is a quantum chemistry calculation of a molecular structure, C3H5N, from OMol25.

The geometry in XYZ format:
```
9
Properties=species:S:1:pos:R:3
C 0.84145 0.80957 -0.05437
C -0.64405 0.42919 0.12935
C -0.00715 -0.97569 0.06409
N 1.31081 -0.36567 0.05543
H 1.39979 1.82937 -0.09498
H -1.21665 0.77837 1.01397
H -1.24743 0.71835 -0.73693
H -0.24401 -1.82823 0.79180
H -0.19277 -1.39526 -1.16836
```

Summary:
HOMO-LUMO gap = 10.9 eV
Spin multiplicity = 1
HOMO energy = -0.361 Ha
LUMO = 1.07 eV
Molecular weight = 55.08 g/mol



Least stable: ii



--- i ---
The following is a quantum chemistry calculation of a gas-phase ion, C6H13N (charge +1), from OMol25.

The geometry in XYZ format:
```
20
Properties=species:S:1:pos:R:3
C 0.67180 2.16679 0.23440
C 1.05097 0.81423 0.78012
N 1.09174 -0.57555 -1.55306
C 0.05253 -0.84615 -0.65749
C 0.12131 -0.37769 0.66396
C -1.09993 -0.44691 1.49949
C -1.15925 -1.58406 -1.32282
H -0.42282 2.25922 0.04849
H 0.88304 2.94129 0.96789
H 1.13965 2.54719 -0.68031
H 1.13955 0.95300 1.88693
H 2.10395 0.54913 0.68361
H 1.98751 -0.84627 -1.14246
H 0.95562 -1.27311 -2.28148
H -1.71447 0.45946 1.27081
H -0.89238 -0.18638 2.55184
H -1.58186 -1.41740 1.32288
H -2.02465 -0.92238 -1.44971
H -1.36294 -2.26465 -0.50072
H -0.93936 -1.94974 -2.32235
```

Summary:
HOMO-LUMO gap (alpha / beta) = 10.3 / 8.6 eV
Spin multiplicity = 2
HOMO energy (alpha / beta) = -0.522 / -0.572 Ha
Net charge = +1
<S²> = 0.756
LUMO (alpha / beta) = -3.87 / -6.99 eV
Molecular weight = 99.18 g/mol



--- ii ---
The following is a quantum chemistry calculation of a gas-phase ion, C6H13N (charge +1), from OMol25.

The geometry in XYZ format:
```
20
Properties=species:S:1:pos:R:3
C 2.16564 0.01281 1.15284
N 2.03355 0.36389 -0.20574
C -0.39904 1.19259 -0.47059
C -1.42974 0.69885 0.48356
C -2.15912 -0.42153 -0.07238
C 0.68531 0.11866 -0.81804
C 0.24583 -1.43098 -0.85506
H 1.62113 0.54874 1.87218
H 3.27481 0.10029 1.36169
H 2.01794 -1.04802 1.39068
H 0.24059 2.20479 -0.25880
H -0.94781 1.37606 -1.43673
H -1.94168 1.73670 0.64720
H -0.98628 0.41203 1.39050
H -2.43807 -1.11795 0.68283
H -3.25981 -0.08723 -0.51247
H 0.91025 0.26349 -1.89415
H -0.78638 -1.14268 -0.51373
H 0.76858 -2.02623 -0.07882
H 0.38430 -1.75430 -1.86495
```

Summary:
HOMO-LUMO gap (alpha / beta) = 6.2 / 5.8 eV
Spin multiplicity = 2
HOMO energy (alpha / beta) = -0.503 / -0.494 Ha
Net charge = +1
<S²> = 0.769
LUMO (alpha / beta) = -7.48 / -7.68 eV
Molecular weight = 99.18 g/mol



Least stable: ii